ORCA calculation (ωB97M-V/def2-TZVPD) on C4H11INO as an isolated structure.

energy relative to the best compared isomer or geometry (same formula, charge and spin) = 367.7 kJ/mol
net charge = +1
E_tot = -586.30580 hartree
Kohn-Sham gap = 8.37 eV
LUMO = -3.860 eV

```
18
Properties=species:S:1:pos:R:3:forces:R:3
C -2.8825 1.1227 0.0046 -0.019 -1.727 0.574
C 3.9457 -1.5803 -0.1255 0.091 0.082 -0.679
C -1.9287 -0.0450 0.3009 0.964 -0.363 -1.111
C 0.4907 -0.5642 -0.0010 0.322 0.157 -1.718
N -0.4850 0.4660 0.5871 -0.150 1.921 -0.373
O 0.5549 -1.5909 0.7799 -0.259 -0.367 -0.362
I 3.0188 0.2849 0.4267 0.853 0.394 0.371
H -2.7472 1.6169 -0.9668 -0.174 -0.470 0.233
H -3.8588 0.5709 0.1404 0.556 1.461 -0.451
H -2.6954 1.8414 0.8045 -0.605 0.125 -0.014
H 4.6837 -1.8840 0.6503 -0.642 0.434 -0.714
H 4.3731 -1.3351 -1.1264 -0.067 -0.419 1.046
H 3.1383 -2.3086 -0.2528 0.252 0.166 0.187
H -1.7790 -0.8467 -0.4684 -0.232 1.199 -0.108
H -2.2997 -0.6575 1.1071 0.179 0.325 0.933
H -0.2699 0.6459 1.5814 -0.484 -0.023 -0.152
H -0.3699 1.4439 0.0830 -0.079 -2.633 1.017
H -0.1562 -1.6430 1.4094 -0.505 -0.261 1.324
```
Positions in Å, forces in eV/Å.